Entry 1:
Density functional theory data (ωB97M-V/def2-TZVPD) for 2 unconnected molecules or ions with the total composition C14H16NO5 at a distorted geometry.

Total charge ... -1
LUMO energy ... 1.14 eV
DFT total energy ... -973.9358 Eh
HOMO level ... -3.28 eV
HOMO-LUMO gap ... 4.427 eV
ΔE to the lowest compared entry with this formula, charge and spin ... 4.509 eV

Positions of all 36 atoms, in Å:
C: -3.6406 0.2118 2.8042
C: -2.3947 1.0512 2.7365
O: -1.2863 0.1376 2.6049
C: -0.1011 0.8237 2.6131
C: 1.0301 -0.0839 2.5493
C: 2.3439 0.4441 2.6893
C: 3.5192 -0.5167 2.7957
O: 2.5775 1.6599 2.7026
O: -0.1260 2.0483 2.6656
H: -4.5364 0.8411 2.7631
H: -3.6750 -0.5255 1.9952
H: -3.6494 -0.3481 3.7454
H: -2.4196 1.7377 1.8753
H: -2.2557 1.6435 3.6563
H: 0.8024 -1.1151 2.3494
H: 3.2250 -1.5717 2.8260
H: 4.1833 -0.3275 1.9419
H: 4.1233 -0.2682 3.6794
C: -0.2610 -3.1554 1.5280
C: -1.1218 -2.9486 0.4860
N: -2.4528 -2.6234 0.7014
O: -3.1859 -2.3452 -0.2884
O: -2.8813 -2.6648 1.8876
C: 0.8060 -4.1334 1.4731
C: 1.2102 -4.8894 2.6146
C: 2.3134 -5.7398 2.5360
C: 3.0591 -5.8275 1.3441
C: 2.6030 -5.1797 0.1883
C: 1.4793 -4.3613 0.2488
H: -0.4502 -2.6489 2.4551
H: -0.8032 -3.0551 -0.5496
H: 0.6380 -4.7847 3.5436
H: 2.6397 -6.2955 3.4217
H: 4.0131 -6.3564 1.3288
H: 3.1532 -5.2571 -0.7515
H: 1.1305 -3.8288 -0.6372

Okay, here come the Löwdin numbers, in e, for every atom:
1. C -0.0920
2. C -0.2588
3. O -0.0668
4. C -0.5306
5. C -0.0188
6. C -0.5598
7. C -0.0617
8. O -0.0422
9. O 0.0286
10. H 0.0699
11. H 0.0462
12. H 0.0751
13. H 0.1207
14. H 0.1206
15. H 0.0298
16. H 0.0498
17. H 0.0653
18. H 0.0663
19. C 0.0182
20. C -0.0149
21. N -0.3564
22. O 0.0243
23. O 0.0258
24. C -0.1978
25. C -0.0179
26. C -0.0871
27. C -0.0900
28. C -0.0845
29. C -0.0288
30. H 0.1119
31. H 0.1264
32. H 0.1193
33. H 0.1021
34. H 0.0980
35. H 0.1025
36. H 0.1075

Entry 2:
Density functional theory data (ωB97M-V/def2-TZVPD) for a molecular structure, C30H25BrN6O3S3Ti.

Total charge ... -2
LUMO energy (alpha / beta) ... 4.17 / 4.17 eV
DFT total energy ... -6330.7268 Eh
HOMO level (alpha / beta) ... -0.16 / -2.04 eV
2S+1 ... 3
HOMO-LUMO gap (alpha / beta) ... 4.328 / 6.202 eV
ΔE to the lowest compared entry with this formula, charge and spin ... 0.000 eV
Expectation value of S² ... 2.022

Positions of all 69 atoms, in Å:
Ti: -1.0413 -0.0109 -0.7299
C: -1.4332 3.3492 2.4625
C: -0.5329 2.3824 1.7397
N: -0.7768 1.1447 1.9301
N: 0.0612 0.2369 1.2543
C: 0.2102 -0.8976 1.9370
S: -0.5065 -1.4452 3.3318
S: 1.4946 -1.9127 1.1560
C: 2.8222 -0.6808 0.9896
C: 3.2479 -0.1052 2.3079
C: 2.8139 1.1589 2.6933
C: 3.1798 1.6868 3.9236
C: 3.9878 0.9597 4.7847
C: 4.4238 -0.3048 4.4090
C: 4.0521 -0.8320 3.1825
C: 0.4852 2.9722 0.8324
C: 1.3948 3.9176 1.2958
C: 2.3175 4.5160 0.4495
C: 2.3073 4.1748 -0.9001
C: 1.3942 3.2627 -1.3938
C: 0.4579 2.6429 -0.5459
O: -0.4432 1.8362 -1.0213
H: -2.0755 2.8053 3.1525
H: -0.8503 4.0921 3.0129
H: -2.0501 3.8923 1.7408
H: 3.6415 -1.2351 0.5271
H: 2.5033 0.0999 0.2995
H: 2.1764 1.7183 2.0215
H: 2.8203 2.6677 4.2122
H: 4.2676 1.3679 5.7490
H: 5.0444 -0.8865 5.0807
H: 4.3661 -1.8310 2.9015
H: 1.3959 4.1732 2.3512
H: 3.0341 5.2310 0.8348
H: 3.0259 4.6275 -1.5755
H: 1.3786 2.9804 -2.4391
N: 0.7595 -0.6529 -4.9251
C: 0.0610 -0.4500 -3.7261
S: 0.9557 -0.7556 -2.2675
N: -1.1756 -0.0903 -3.8599
N: -1.8507 0.0559 -2.6747
C: -3.1051 0.4562 -2.7498
C: -3.8282 0.6294 -1.5590
C: -5.2185 0.9060 -1.5367
C: -5.8877 0.9627 -0.3490
C: -5.1779 0.7326 0.8576
C: -3.8291 0.4807 0.7799
N: -3.1430 0.4517 -0.3703
H: 1.7526 -0.5255 -4.8083
H: 0.3661 -0.1176 -5.6862
H: -3.5737 0.6201 -3.7158
H: -5.7349 1.0466 -2.4792
H: -6.9531 1.1637 -0.3310
H: -5.6702 0.7433 1.8201
H: -3.2345 0.3027 1.6710
Br: 2.0468 -6.1234 0.2291
C: 0.8539 -5.4195 -1.0822
C: 0.9070 -5.9296 -2.3677
C: 0.0332 -5.4183 -3.3189
C: -0.8717 -4.4275 -2.9765
C: -0.8949 -3.9148 -1.6852
C: -0.0216 -4.4114 -0.7254
C: -1.8690 -2.8023 -1.3537
O: -2.9451 -2.7746 -1.9317
O: -1.4434 -1.9745 -0.4580
H: 1.6210 -6.7024 -2.6188
H: 0.0696 -5.7957 -4.3339
H: -1.5611 -4.0153 -3.7011
H: -0.0325 -4.0052 0.2759

Okay, here come the Löwdin numbers, in e, for every atom:
1. Ti 0.8833
2. C -0.0309
3. C -0.3049
4. N 0.0447
5. N -0.1880
6. C -1.2004
7. S 0.4712
8. S 0.8311
9. C -0.4286
10. C -0.2812
11. C -0.0277
12. C -0.0816
13. C -0.1192
14. C -0.1077
15. C -0.0558
16. C -0.1379
17. C -0.0851
18. C -0.1274
19. C -0.1164
20. C -0.0134
21. C -0.3506
22. O -0.2127
23. H 0.0742
24. H 0.0623
25. H 0.0829
26. H 0.0771
27. H 0.0577
28. H 0.0816
29. H 0.0927
30. H 0.0856
31. H 0.0885
32. H 0.1089
33. H 0.1024
34. H 0.0806
35. H 0.0874
36. H 0.1095
37. N 0.0084
38. C -0.8786
39. S 0.5972
40. N -0.0092
41. N -0.1572
42. C -0.1247
43. C -0.2772
44. C -0.0636
45. C -0.1243
46. C -0.1099
47. C -0.1413
48. N 0.0027
49. H 0.0373
50. H 0.0597
51. H 0.1070
52. H 0.0965
53. H 0.0817
54. H 0.0763
55. H 0.0992
56. Br 0.6710
57. C -0.6709
58. C -0.1560
59. C -0.0891
60. C -0.0215
61. C -0.1235
62. C -0.0837
63. C -0.5961
64. O 0.0548
65. O -0.1882
66. H 0.0841
67. H 0.0933
68. H 0.1176
69. H 0.0761

Entry 3:
Density functional theory data (ωB97M-V/def2-TZVPD) for 2 unconnected molecules or ions with the total composition C40H36BF9 at a distorted geometry.

Total charge ... 0
LUMO energy ... -3.77 eV
DFT total energy ... -2469.3828 Eh
HOMO level ... -7.10 eV
HOMO-LUMO gap ... 3.329 eV

Positions of all 86 atoms, in Å:
C: 3.3476 1.6196 -2.9575
C: 3.2365 1.8168 -1.4775
C: 2.6654 0.8123 -0.6980
C: 2.5957 0.9151 0.6928
C: 2.0121 -0.2663 1.4102
C: 3.0138 2.1014 1.3230
C: 2.7835 2.3112 2.8149
C: 3.7067 1.4215 3.6671
C: 1.2865 2.1892 3.2110
C: 0.3034 2.7562 2.2675
C: -0.9615 3.2626 2.6311
C: -1.5180 4.4088 1.9467
C: -0.6739 5.3044 1.0928
C: -2.8417 4.7651 2.1510
C: -3.6685 4.0600 3.0347
C: -5.1211 4.4017 3.1448
C: -3.0893 3.0620 3.8277
C: -1.7611 2.6835 3.6869
C: -1.2327 1.6758 4.6532
C: 3.6012 3.1193 0.5457
C: 4.0928 4.3993 1.1723
C: 3.7033 2.9691 -0.8377
H: 3.7306 2.5219 -3.4419
H: 4.0220 0.7847 -3.1929
H: 2.3692 1.3743 -3.3890
H: 2.2564 -0.0781 -1.1858
H: 2.2198 -0.3039 2.4788
H: 0.9224 -0.3174 1.2667
H: 2.4116 -1.1917 0.9791
H: 3.0747 3.3394 3.0658
H: 4.7471 1.5791 3.3578
H: 3.6316 1.6736 4.7322
H: 3.4987 0.3533 3.5542
H: 1.0170 1.1299 3.3198
H: 1.1844 2.6453 4.2121
H: 0.6295 2.8625 1.2246
H: -1.3280 6.0383 0.6066
H: 0.0429 5.8749 1.7026
H: -0.1148 4.7754 0.3138
H: -3.2460 5.6297 1.6167
H: -5.6060 3.7623 3.8879
H: -5.2561 5.4499 3.4395
H: -5.6358 4.2684 2.1842
H: -3.6994 2.5710 4.5933
H: -2.0316 1.3954 5.3479
H: -0.8903 0.7526 4.1742
H: -0.4172 2.0816 5.2628
H: 4.5319 5.0370 0.3978
H: 3.2812 4.9791 1.6351
H: 4.8704 4.2308 1.9298
H: 4.1418 3.7828 -1.4255
F: -4.6816 -6.8664 0.7558
C: -3.7879 -5.9792 0.1991
C: -2.4862 -6.3977 -0.0509
C: -1.6296 -5.5072 -0.6937
F: -0.3835 -6.0111 -0.9724
C: -1.9993 -4.2282 -1.1268
B: -1.0539 -3.1875 -1.9051
C: 0.4075 -3.7637 -2.2897
C: 1.5822 -3.3645 -1.6616
F: 1.4780 -2.5028 -0.5806
C: 2.8556 -3.8207 -2.0056
C: 2.9391 -4.7655 -3.0253
F: 4.1669 -5.2921 -3.3480
C: 1.8112 -5.2270 -3.6920
C: 0.5860 -4.7115 -3.2999
F: -0.5066 -5.2579 -3.9156
C: -1.6821 -2.7591 -3.3284
C: -1.1893 -1.6417 -4.0105
F: -0.0802 -0.9891 -3.5027
C: -1.7109 -1.1721 -5.2157
C: -2.7453 -1.9029 -5.7938
F: -3.2754 -1.4846 -6.9917
C: -3.2311 -3.0703 -5.2171
C: -2.6656 -3.4749 -4.0151
F: -3.0834 -4.7065 -3.5809
H: -0.9425 -2.1868 -1.1707
C: -3.3353 -3.8948 -0.8531
F: -3.8302 -2.7109 -1.3500
C: -4.2399 -4.7175 -0.1885
H: -2.1316 -7.3918 0.2053
H: 3.7382 -3.4638 -1.4772
H: 1.8403 -5.9800 -4.4717
H: -1.3034 -0.2798 -5.6863
H: -4.0019 -3.6845 -5.6695
H: -5.2671 -4.3965 -0.0210

Okay, here come the Löwdin numbers, in e, for every atom:
1. C -0.0435
2. C -0.2564
3. C 0.0144
4. C -0.1983
5. C -0.0349
6. C -0.1547
7. C -0.2979
8. C -0.0369
9. C -0.1245
10. C 0.1644
11. C -0.0942
12. C -0.1674
13. C -0.0226
14. C 0.0140
15. C -0.2057
16. C -0.0211
17. C 0.0184
18. C -0.1487
19. C -0.0273
20. C -0.2201
21. C -0.0517
22. C -0.0058
23. H 0.0748
24. H 0.0926
25. H 0.0869
26. H 0.1289
27. H 0.0483
28. H 0.1024
29. H 0.0837
30. H 0.1179
31. H 0.0956
32. H 0.0847
33. H 0.0689
34. H 0.1227
35. H 0.1343
36. H 0.1463
37. H 0.0878
38. H 0.1037
39. H 0.0943
40. H 0.1345
41. H 0.0859
42. H 0.0997
43. H 0.1042
44. H 0.1304
45. H 0.0914
46. H 0.1030
47. H 0.0926
48. H 0.0781
49. H 0.0761
50. H 0.0887
51. H 0.1168
52. F 0.0197
53. C -0.2561
54. C 0.0499
55. C -0.1921
56. F 0.0565
57. C -0.0183
58. B -0.4123
59. C -0.0310
60. C -0.1973
61. F 0.0040
62. C 0.0479
63. C -0.2547
64. F 0.0240
65. C 0.0601
66. C -0.2079
67. F 0.0755
68. C -0.0323
69. C -0.1961
70. F 0.0301
71. C 0.0455
72. C -0.2573
73. F 0.0210
74. C 0.0565
75. C -0.2149
76. F 0.0619
77. H 0.1206
78. C -0.2190
79. F 0.0500
80. C 0.0474
81. H 0.1249
82. H 0.1205
83. H 0.1282
84. H 0.1207
85. H 0.1267
86. H 0.1235

Entry 4:
Density functional theory data (ωB97M-V/def2-TZVPD) for 2 unconnected molecules or ions with the total composition C14H23B2F3N2O9 at a distorted geometry.

Total charge ... 0
LUMO energy ... -1.76 eV
DFT total energy ... -1683.2912 Eh
HOMO level ... -9.01 eV
HOMO-LUMO gap ... 7.254 eV

Positions of all 53 atoms, in Å:
C: 1.6898 3.7883 -2.8512
C: 0.1594 3.4801 -3.3406
O: -0.6779 3.5890 -2.1529
C: -1.6764 2.5498 -2.1374
C: -1.2927 1.2643 -1.2658
C: 0.0517 0.7037 -0.7674
F: 1.2985 1.3086 -1.0248
N: -0.1384 -0.5136 -0.0012
C: 0.8161 -1.4020 0.7161
C: 0.6992 -1.2470 2.3448
O: 0.1448 0.0521 2.7295
C: -1.5810 -0.7134 -0.0671
C: -2.3066 -1.9806 0.6165
O: -1.7838 -3.2391 0.1379
C: -1.9603 -3.3846 -1.2971
C: -0.5703 -3.4430 -2.1297
N: -2.2906 0.3106 -0.7858
C: -3.7597 0.4927 -1.0446
B: -4.3402 1.3499 0.2483
O: -3.7105 2.6228 0.5978
O: -5.4418 0.8341 1.0489
H: 1.9962 4.8368 -3.1847
H: 1.6741 3.7954 -1.6971
H: 2.3621 2.9518 -3.2485
H: -0.1033 4.2127 -4.1771
H: 0.1951 2.4022 -3.7655
H: -2.6597 3.0449 -1.7746
H: -1.8793 2.1854 -3.2168
H: 0.6142 -2.5227 0.5042
H: 1.9201 -1.2101 0.4742
H: 1.7307 -1.4506 2.8457
H: -0.0709 -2.0376 2.6967
H: -0.8279 -0.0910 2.6944
H: -3.4380 -1.8612 0.5035
H: -2.0746 -1.9231 1.7508
H: -2.4657 -4.4128 -1.4680
H: -2.6172 -2.5811 -1.7816
H: -0.6379 -2.9640 -3.1661
H: -0.2780 -4.5599 -2.2305
H: 0.3106 -2.9450 -1.5773
H: -4.3013 -0.5199 -1.1695
H: -3.9717 1.0729 -2.0177
H: -2.7549 2.4600 0.8143
H: -5.2314 1.1929 1.9525
B: 6.4796 -0.0254 3.2505
O: 5.7284 -0.7888 2.2358
C: 4.6523 -1.2848 2.8308
O: 3.8162 -1.9664 2.2746
C: 4.6379 -0.8829 4.2391
O: 3.7898 -1.1721 5.0530
O: 5.7082 -0.1406 4.5009
F: 6.5810 1.3490 2.8574
F: 7.7859 -0.5866 3.4223

Okay, here come the Löwdin numbers, in e, for every atom:
1. C -0.0787
2. C -0.2345
3. O -0.1700
4. C -0.1495
5. C 0.0075
6. C -0.0239
7. F 0.0718
8. N 0.0671
9. C -0.0739
10. C -0.1599
11. O -0.0883
12. C -0.0553
13. C -0.0964
14. O -0.1644
15. C -0.2275
16. C -0.0718
17. N -0.0052
18. C -0.0132
19. B -0.4283
20. O 0.0798
21. O 0.0961
22. H 0.0770
23. H 0.0841
24. H 0.0806
25. H 0.1252
26. H 0.1239
27. H 0.1415
28. H 0.1412
29. H 0.1337
30. H 0.1474
31. H 0.1291
32. H 0.1202
33. H 0.0711
34. H 0.1390
35. H 0.1408
36. H 0.1363
37. H 0.1144
38. H 0.0824
39. H 0.0913
40. H 0.0649
41. H 0.1355
42. H 0.1421
43. H 0.1155
44. H 0.1227
45. B -0.9934
46. O 0.2331
47. C -0.4021
48. O 0.0891
49. C -0.4134
50. O 0.1272
51. O 0.2310
52. F 0.0915
53. F 0.0954

Question: Which value of DFT total energy does entry 1 give?
Answer: -973.9358 Eh

Question: What is the DFT total energy in the first record?
Answer: -973.9358 Eh